1.
Entry from the Open Molecules 2025 dataset: C4H6N2O in the gas phase (wB97M-V/def2-TZVPD).

Results
Kohn-Sham gap = 8.72 eV
LUMO = 0.4 eV

Cartesian coordinates (Å):
C  -1.2749  0.6181  1.6703
C  -0.3008  0.0924  0.6694
C  0.9252  -0.3982  1.0016
N  1.4503  -0.5452  -0.5286
C  0.3104  -0.3072  -1.3586
O  0.4275  -0.5337  -2.6742
N  -0.6967  0.0903  -0.7045
H  -2.1773  -0.0007  1.7058
H  -1.5807  1.6405  1.4197
H  -0.8060  0.6232  2.6573
H  1.9339  0.3155  -0.2147
H  2.1267  -1.2561  -0.7994
H  -0.4477  -0.3591  -3.0564

Atomic partial charges in e from the Löwdin method, atoms 1 to 5: atom 1 (C): -0.0870, atom 2 (C): -0.4468, atom 3 (C): 0.0071, atom 4 (N): 0.0708, atom 5 (C): -0.4654

---

2.
Entry from the Open Molecules 2025 dataset: C4H6N2O in the gas phase in a non-equilibrium geometry (wB97M-V/def2-TZVPD).

Results
Kohn-Sham gap = 10.95 eV
LUMO = 0.1 eV

Cartesian coordinates (Å):
C  -1.3082  -0.3058  -0.6173
C  -0.6718  -0.4712  0.8780
O  0.6984  -0.9410  0.9576
C  1.3152  -0.1343  0.0693
N  1.2152  -0.4288  -1.1493
C  1.7481  1.1465  0.6358
N  2.0696  2.1702  1.0696
H  -0.7822  -0.0683  -1.5740
H  -1.8273  -1.2212  -0.8918
H  -1.9763  0.5516  -0.5356
H  -1.1992  -1.1528  1.5731
H  -0.6797  0.5161  1.3692
H  1.3981  0.3391  -1.7846

Atomic partial charges in e from the Löwdin method, atoms 1 to 5: atom 1 (C): -0.0568, atom 2 (C): -0.1581, atom 3 (O): -0.0560, atom 4 (C): -0.4954, atom 5 (N): 0.1841

---

3.
Entry from the Open Molecules 2025 dataset: C4H6N2O in the gas phase (wB97M-V/def2-TZVPD).

Results
Kohn-Sham gap = 8.35 eV
LUMO = 0.6 eV

Cartesian coordinates (Å):
C  -2.1875  0.1583  0.1979
O  -1.2620  -0.8769  0.4965
C  0.0388  -0.6367  0.3123
N  0.3750  0.5581  -0.3409
N  1.7470  0.4738  -0.4822
C  2.1308  -0.6563  0.2103
C  1.1019  -1.4550  0.6863
H  -3.1567  -0.1857  0.5598
H  -1.9082  1.0945  0.6947
H  -2.2590  0.3331  -0.8846
H  2.2433  1.3572  -0.4810
H  3.2060  -0.8109  0.2819
H  -0.0694  0.6464  -1.2508

Atomic partial charges in e from the Löwdin method, atoms 1 to 5: atom 1 (C): -0.0712, atom 2 (O): -0.0576, atom 3 (C): -0.3879, atom 4 (N): 0.0476, atom 5 (N): -0.0208

---

4.
Entry from the Open Molecules 2025 dataset: C4H6N2O in the gas phase in a non-equilibrium geometry (wB97M-V/def2-TZVPD).

Results
Kohn-Sham gap = 7.89 eV
LUMO = -0.5 eV

Cartesian coordinates (Å):
C  0.4991  -1.7547  -0.1932
C  0.5167  -0.3331  -0.8310
C  -0.6899  -0.9043  1.6765
C  -0.0346  1.8871  -0.6645
N  -0.1242  -1.7745  0.8703
N  -0.0286  0.5736  -0.0415
O  1.2163  -0.2322  -1.8298
H  1.0138  -2.6230  -0.6827
H  -1.8560  -1.0219  1.6686
H  -0.3459  -0.5257  2.5480
H  1.0663  2.2964  -0.8789
H  -0.6246  1.7420  -1.6331
H  -0.6084  2.6704  -0.0089

Atomic partial charges in e from the Löwdin method, atoms 1 to 5: atom 1 (C): 0.0250, atom 2 (C): -0.5931, atom 3 (C): 0.1236, atom 4 (C): -0.1608, atom 5 (N): 0.0218

---

5.
Entry from the Open Molecules 2025 dataset: 2 unconnected molecules or ions with the total composition C4H6N2O (wB97M-V/def2-TZVPD).

Results
Kohn-Sham gap = 8.82 eV
LUMO = -0.3 eV

Cartesian coordinates (Å):
N  1.6671  -0.5226  0.7820
C  0.5019  -0.0763  0.5418
C  0.2127  0.7030  -0.7473
O  0.9609  1.0102  -1.6420
N  -1.1494  0.9627  -0.6897
C  -1.6984  0.4572  0.4858
C  -0.7819  -0.1653  1.2474
H  2.0260  -1.5840  -1.3487
H  1.6666  -1.0679  1.6469
H  1.8520  -1.1620  -1.9358
H  -1.6475  1.4447  -1.4199
H  -2.7534  0.6041  0.6834
H  -0.9514  -0.6313  2.2083

Atomic partial charges in e from the Löwdin method, atoms 1 to 5: atom 1 (N): 0.1658, atom 2 (C): -0.3097, atom 3 (C): -0.4191, atom 4 (O): 0.0714, atom 5 (N): 0.0906

---

6.
Entry from the Open Molecules 2025 dataset: C4H6N2O in the gas phase in a non-equilibrium geometry (wB97M-V/def2-TZVPD).

Results
Kohn-Sham gap = 9.58 eV
LUMO = 0.9 eV

Cartesian coordinates (Å):
C  -0.9680  1.3072  0.2118
C  1.8733  -0.2542  -0.0423
C  1.0662  -1.2657  0.0677
C  -0.2757  -0.8059  -0.2876
H  -0.5839  1.0874  1.2970
H  -0.8766  2.4493  0.0766
H  -2.0779  0.8355  0.1822
H  2.8943  -0.0949  0.2056
H  1.3228  -2.2868  0.3832
H  -2.2233  -0.9606  -0.4967
N  -0.0472  0.6037  -0.6841
N  -1.3392  -1.4771  -0.3548
O  1.2353  0.8621  -0.5585

Atomic partial charges in e from the Löwdin method, atoms 1 to 5: atom 1 (C): -0.0650, atom 2 (C): -0.0694, atom 3 (C): -0.0094, atom 4 (C): -0.4205, atom 5 (H): 0.1140

---

7.
Entry from the Open Molecules 2025 dataset: C4H6N2O in the gas phase in a non-equilibrium geometry (wB97M-V/def2-TZVPD).

Results
Kohn-Sham gap = 8.19 eV
LUMO = 0.8 eV

Cartesian coordinates (Å):
N  1.8238  1.3696  0.1882
C  0.6925  0.5296  0.2403
C  0.4187  -0.5721  1.0022
C  -0.6349  -1.2770  0.3421
C  -0.9845  -0.5555  -0.7678
O  -1.9761  -0.7270  -1.6849
N  -0.1765  0.5697  -0.9193
H  2.1993  1.7365  1.0526
H  1.6943  2.1986  -0.3739
H  0.9588  -0.8835  1.8886
H  -1.0830  -2.2038  0.6820
H  -2.4353  -1.5447  -1.4515
H  -0.4971  1.3598  -0.1987

Atomic partial charges in e from the Löwdin method, atoms 1 to 5: atom 1 (N): 0.0887, atom 2 (C): -0.4243, atom 3 (C): -0.0580, atom 4 (C): -0.0441, atom 5 (C): -0.4074

---

8.
Entry from the Open Molecules 2025 dataset: 2 unconnected molecules or ions with the total composition C4H6N2O in a non-equilibrium geometry (wB97M-V/def2-TZVPD).

Results
Kohn-Sham gap (alpha / beta) = 7.82 / 6.57 eV
LUMO (alpha / beta) = -0.8 / -1.7 eV

Cartesian coordinates (Å):
C  1.4873  -0.4560  -1.4155
O  1.2298  -0.8744  -0.2514
C  0.1104  -0.5293  0.4363
C  -0.2242  -0.9693  1.7222
N  -1.3925  -0.4067  2.0294
C  -1.6949  0.3339  0.9247
N  -0.8214  0.2983  -0.0769
H  2.4192  -0.8097  -1.8396
H  0.1096  2.6168  -2.0798
H  0.7905  0.2160  -1.9095
H  0.3173  -1.6344  2.3841
H  -2.6051  0.9215  0.8736
H  -0.2351  2.1846  -1.5773

Atomic partial charges in e from the Löwdin method, atoms 1 to 5: atom 1 (C): 0.0761, atom 2 (O): 0.0624, atom 3 (C): -0.3750, atom 4 (C): -0.0871, atom 5 (N): 0.0477

---

9.
Entry from the Open Molecules 2025 dataset: C4H6N2O in the gas phase in a non-equilibrium geometry (wB97M-V/def2-TZVPD).

Results
Kohn-Sham gap = 11.18 eV
LUMO = 0.8 eV

Cartesian coordinates (Å):
N  -1.4165  1.0623  -1.0856
N  -1.1984  1.1632  1.1842
O  -1.9332  1.6568  0.0432
C  -0.4158  0.2789  -0.7466
C  -0.3492  0.2321  0.7776
C  0.3921  -0.4484  -1.7733
C  0.5896  -0.4086  1.6995
H  0.5260  0.2128  -2.6884
H  -0.0166  -1.4371  -1.9753
H  1.3734  -0.7502  -1.3483
H  0.8886  0.2729  2.4558
H  1.5600  -0.7341  1.1990
H  0.0002  -1.1007  2.2582

Atomic partial charges in e from the Löwdin method, atoms 1 to 5: atom 1 (N): 0.0818, atom 2 (N): 0.1188, atom 3 (O): -0.0980, atom 4 (C): -0.2700, atom 5 (C): -0.2679

---

10.
Entry from the Open Molecules 2025 dataset: 2 unconnected molecules or ions with the total composition C4H6N2O in a non-equilibrium geometry (wB97M-V/def2-TZVPD).

Results
Kohn-Sham gap = 10.74 eV
LUMO = 0.9 eV

Cartesian coordinates (Å):
O  1.6054  2.5790  0.7945
C  1.1883  1.6733  1.3389
N  1.5157  -0.3006  -0.8103
C  0.4165  -1.0420  -0.2192
C  -0.7763  -0.1671  -0.1116
C  -2.0650  0.1693  0.4507
N  -1.1404  0.9895  -0.4330
H  2.3535  -0.8681  -0.8596
H  0.6867  -1.3222  0.8068
H  0.1332  -1.9757  -0.7365
H  1.2829  0.0087  -1.7480
H  -2.9965  -0.1733  0.0015
H  -2.1330  0.4736  1.4961

Atomic partial charges in e from the Löwdin method, atoms 1 to 5: atom 1 (O): 0.0256, atom 2 (C): -0.0088, atom 3 (N): -0.0033, atom 4 (C): -0.2424, atom 5 (C): -0.3646

---

11.
Entry from the Open Molecules 2025 dataset: a molecular structure, C4H6N2O2 in a non-equilibrium geometry (wB97M-V/def2-TZVPD).

Results
Kohn-Sham gap = 9.13 eV
LUMO = 0.9 eV

Cartesian coordinates (Å):
C  -0.1225  -0.5821  -0.5767
C  0.1342  0.2706  0.3678
C  -1.6818  0.9065  0.6825
C  2.4631  0.3019  0.2568
N  -1.4959  -0.8961  -0.8640
N  -2.3097  0.0384  -0.1465
O  -2.0580  1.8297  1.3173
O  1.2787  0.8089  0.7720
H  0.5127  -1.1320  -1.2579
H  2.2002  -0.7523  0.2112
H  3.3673  0.7044  0.8628
H  2.7978  0.5078  -0.7107
H  -1.7561  -1.8151  -0.7697
H  -3.3299  -0.1905  -0.1449

Atomic partial charges in e from the Löwdin method, atoms 1 to 5: atom 1 (C): -0.1239, atom 2 (C): -0.1359, atom 3 (C): -0.3245, atom 4 (C): -0.0968, atom 5 (N): -0.0211

---

12.
Entry from the Open Molecules 2025 dataset: C4H6N2O2 in the gas phase in a non-equilibrium geometry (wB97M-V/def2-TZVPD).

Results
Kohn-Sham gap = 9.99 eV
LUMO = 0.8 eV

Cartesian coordinates (Å):
C  1.3668  0.4743  -1.4286
C  -0.4888  0.6056  1.9065
C  -0.8224  -0.5729  1.4521
C  -0.8666  -0.5591  -0.0235
H  1.2472  -0.6129  -1.4897
H  2.1409  0.7634  -0.6710
H  1.7876  0.7058  -2.5075
H  -0.5312  0.8227  3.0087
H  -1.0942  -1.4566  2.0660
H  -1.3040  -2.3402  -0.6806
N  -0.5874  0.9055  -0.2642
N  -1.0809  -1.3426  -0.9870
O  0.1737  1.1439  -1.3956
O  0.0592  1.4630  1.0145

Atomic partial charges in e from the Löwdin method, atoms 1 to 5: atom 1 (C): -0.1404, atom 2 (C): -0.1595, atom 3 (C): -0.0315, atom 4 (C): -0.3706, atom 5 (H): 0.0680

---

13.
Entry from the Open Molecules 2025 dataset: C4H6N2O2 in the gas phase in a non-equilibrium geometry (wB97M-V/def2-TZVPD).

Results
Kohn-Sham gap = 9.31 eV
LUMO = -0.3 eV

Cartesian coordinates (Å):
C  -2.6888  1.2841  -0.0755
C  -2.5706  -0.3179  -0.0923
C  0.6206  -0.6161  -0.4330
C  1.8120  0.0683  0.1283
H  -2.0129  1.9382  -0.9046
H  -3.8040  1.7345  -0.5838
H  -2.2206  1.9487  0.8873
H  -3.5629  -0.9003  -0.2726
H  0.7014  -1.3411  -1.3922
H  3.5676  0.8484  -0.7451
N  -1.6807  -1.1039  0.1634
N  -0.4352  -0.5728  0.3456
O  2.6790  0.2994  -1.0367
O  2.2088  0.3253  1.3221

Atomic partial charges in e from the Löwdin method, atoms 1 to 5: atom 1 (C): -0.1381, atom 2 (C): -0.2621, atom 3 (C): -0.0599, atom 4 (C): -0.3738, atom 5 (H): 0.0837

---

14.
Entry from the Open Molecules 2025 dataset: C4H6N2O2 in the gas phase in a non-equilibrium geometry (wB97M-V/def2-TZVPD).

Results
Kohn-Sham gap = 11.16 eV
LUMO = 0.5 eV

Cartesian coordinates (Å):
C  -1.0185  -0.4424  1.6564
C  0.0767  1.3369  0.4245
C  -0.4795  -0.9719  -0.6555
C  -0.9856  0.0921  0.2962
N  -1.0852  -0.7053  2.7807
N  1.2741  0.9541  1.0205
O  -0.2750  2.4813  0.1603
O  -2.3186  0.5044  -0.0809
H  -0.8907  -1.8664  -0.2814
H  -0.4966  -0.4736  -1.5954
H  0.6782  -1.0291  -0.5059
H  1.2669  -0.0807  1.2366
H  1.9036  1.7428  1.2402
H  -2.2727  1.4403  -0.3586

Atomic partial charges in e from the Löwdin method, atoms 1 to 5: atom 1 (C): -0.1780, atom 2 (C): -0.4210, atom 3 (C): 0.0006, atom 4 (C): -0.4742, atom 5 (N): 0.1928

---

15.
Entry from the Open Molecules 2025 dataset: C4H6N2O2 in the gas phase in a non-equilibrium geometry (wB97M-V/def2-TZVPD).

Results
Kohn-Sham gap = 8.90 eV
LUMO = 0.4 eV

Cartesian coordinates (Å):
C  1.1525  0.7473  -1.0391
N  1.0179  0.8314  1.4476
C  -1.6833  -0.0199  1.0479
C  0.5904  0.2053  0.2502
C  -0.8076  -0.3373  0.1354
N  -1.0492  -1.1927  -0.9765
O  1.4577  -0.4782  1.0918
O  -2.4676  0.3665  1.8270
H  0.3394  0.7503  2.2106
H  -0.4038  -1.9771  -0.9813
H  -2.0013  -1.5366  -0.9778
H  0.5426  1.5831  -1.3699
H  2.1705  1.0830  -0.8639
H  1.1418  -0.0251  -1.8020

Atomic partial charges in e from the Löwdin method, atoms 1 to 5: atom 1 (C): 0.0068, atom 2 (N): 0.1039, atom 3 (C): -0.1244, atom 4 (C): -0.5380, atom 5 (C): -0.2558

---

16.
Entry from the Open Molecules 2025 dataset: a molecular structure, C4H6N2O2 in a non-equilibrium geometry (wB97M-V/def2-TZVPD).

Results
Kohn-Sham gap = 10.16 eV
LUMO = 0.9 eV

Cartesian coordinates (Å):
C  0.2093  0.3773  1.1580
C  -0.2194  0.1244  -1.0559
C  0.2819  -1.2702  -1.6239
C  -0.0094  -0.6677  0.1727
H  -0.5196  2.3390  0.6099
H  -2.0997  0.3444  -0.3298
H  0.5563  0.7780  -1.3804
H  0.9240  -1.1296  -2.4430
H  -0.3800  -2.0764  -1.6051
H  -0.8687  -1.1808  0.6084
N  -0.8852  1.2402  0.6753
N  -1.3245  0.8820  -0.5576
O  0.9879  0.7970  1.9762
O  1.0472  -1.4611  -0.4999

Atomic partial charges in e from the Löwdin method, atoms 1 to 5: atom 1 (C): -0.3674, atom 2 (C): -0.1707, atom 3 (C): -0.1367, atom 4 (C): -0.2379, atom 5 (H): 0.2171

---

17.
Entry from the Open Molecules 2025 dataset: C4H6N2O2 in the gas phase in a non-equilibrium geometry (wB97M-V/def2-TZVPD).

Results
Kohn-Sham gap = 8.36 eV
LUMO = -0.4 eV

Cartesian coordinates (Å):
C  0.7943  1.9165  -0.0561
C  -0.2005  -0.5075  0.0174
C  0.1667  -1.8053  -0.1200
C  -1.7509  -0.4351  -0.0534
H  2.1375  -0.4339  1.0022
H  1.7337  2.5948  0.1891
H  -1.1695  1.7367  0.0511
H  1.0784  -2.3766  -0.2717
H  -0.6452  -2.5557  -0.2034
H  -2.1800  -1.3448  -0.6988
N  0.9493  0.4922  0.0355
N  -0.4870  2.4819  -0.2279
O  2.1794  -0.1896  0.0537
O  -2.6063  0.4265  0.2823

Atomic partial charges in e from the Löwdin method, atoms 1 to 5: atom 1 (C): -0.1509, atom 2 (C): -0.1479, atom 3 (C): 0.0588, atom 4 (C): -0.1699, atom 5 (H): 0.1228